Below is a structure of composition C6H11NO, with properties calculated with wB97M-V/def2-TZVPD.

Results
- ΔE to the lowest compared entry with this formula, charge and spin: 628.49 kJ/mol
- Net charge: 0
- HOMO level: -7.9 eV
- Frontier orbital gap: 8.896 eV
- Calculated total energy: -9931.9406 eV

```
19
Properties=species:S:1:pos:R:3:nbo_charge:R:1
C 0.111 -0.618 0.443 -0.02
C -1.525 1.738 1.493 -0.25
C -0.705 -1.812 0.030 -0.64
C 0.151 0.557 -0.300 0.37
C 2.038 -1.363 -1.375 -0.12
C 0.607 1.591 -0.943 -0.46
O -1.473 0.700 0.550 -0.67
N 1.944 -0.837 -0.242 -0.46
H 0.423 -0.548 1.481 0.25
H -0.556 1.909 1.989 0.15
H -1.824 2.679 1.012 0.16
H -2.265 1.497 2.265 0.18
H -0.103 -2.718 0.096 0.23
H -1.561 -1.888 0.697 0.25
H -1.073 -1.715 -0.989 0.22
H 3.010 -1.734 -1.722 0.17
H 1.202 -1.497 -2.080 0.14
H 0.011 2.489 -1.018 0.25
H 1.591 1.570 -1.389 0.25
```